# 1
DFT (ωB97M-V/def2-TZVPD) results for a structure of composition C5H2F6O2P2.

```
17
Properties=species:S:1:pos:R:3
C -0.339 0.182 0.228
F 1.336 -3.691 1.349
F 2.254 -4.373 -0.475
C 1.095 -2.214 -0.478
C 1.968 -3.283 0.238
F 2.624 2.611 1.500
F 3.444 3.496 -0.322
C 3.422 1.121 -0.200
O 0.595 -2.378 -1.611
H -0.054 1.240 0.525
F 3.145 -2.809 0.655
F 4.713 2.614 1.128
O 4.182 0.776 -1.037
P 1.376 -0.604 0.318
H -1.076 0.202 -0.555
P -0.431 -1.346 1.239
C 3.577 2.505 0.541
```

Properties
Spin multiplicity: 1
LUMO level (spin up / spin down), eV: -1.8250 / -1.6502
HOMO energy (spin up / spin down), hartree: -0.3286 / -0.3108
ΔE to the lowest compared entry with this formula, charge and spin, kJ/mol: 251.7

# 2
DFT (ωB97M-V/def2-TZVPD) results for a cluster of 4 separate species, C40H56Br2F29NO7 in total.

```
135
Properties=species:S:1:pos:R:3
F -0.745 2.731 -5.396
F 4.750 4.882 -7.184
H 0.913 1.664 -2.954
C -10.289 0.492 2.183
H -1.005 3.062 -2.290
H 2.205 2.722 -10.027
H -5.288 -3.329 1.416
H -3.402 0.357 -2.319
H -3.252 -1.588 -1.031
H -6.469 1.906 -1.626
H -7.480 1.566 1.807
C 9.290 -1.799 5.209
C 1.258 2.827 -0.651
H -11.794 1.185 3.589
C -4.294 -1.517 1.905
H -9.691 3.526 1.349
F 3.344 3.556 -6.183
F 10.287 -3.708 -2.287
C 9.692 -2.766 -1.519
C -7.807 2.560 1.503
F 6.413 -1.250 2.957
H -12.300 1.176 1.914
F 9.933 -2.871 4.692
C -5.382 -2.286 1.134
F 10.126 -3.939 0.421
F -0.667 -3.310 4.402
H -10.141 -0.465 1.693
H -7.091 0.769 -0.442
H 4.664 -3.502 -0.588
H -7.015 -0.846 1.317
H -9.604 0.517 3.028
C -3.125 -0.938 1.070
H -0.994 -4.037 0.349
H 5.326 -1.776 5.882
O 0.854 2.689 -8.583
H -4.776 2.700 -0.111
C 5.252 -2.729 -1.093
H -1.550 -3.655 -1.320
H -1.563 0.580 -0.828
F 5.086 -1.384 0.764
F 2.375 4.989 -8.441
H -7.254 3.243 2.140
C -1.159 1.987 -2.329
F 4.405 -1.907 -1.754
F -2.342 -5.264 -0.455
H -0.463 -2.340 1.940
C -2.713 -1.814 -0.111
H -8.443 2.828 -0.515
C -6.588 1.728 -0.560
C -11.728 0.637 2.659
C -9.290 2.627 1.810
C -0.328 3.281 -6.562
H 3.486 1.454 -0.414
C -7.501 2.799 0.020
F -4.883 -0.428 2.555
C 6.037 -1.897 -0.072
C -3.457 1.167 -1.594
C 5.425 -0.472 3.441
F 0.739 -0.437 3.020
H -6.932 -2.083 2.572
F 7.257 -3.046 5.059
H -1.139 -0.297 1.386
H -5.235 -2.277 0.061
H -2.046 2.254 -0.414
H 0.481 3.554 -0.848
H -9.448 2.690 2.884
H 4.740 2.909 -7.451
C 0.200 1.308 -2.207
F -0.581 1.287 -7.696
H -1.666 -1.607 -0.319
F 0.951 -0.813 5.170
H -6.984 3.750 -0.069
O -9.945 1.503 1.248
Br 2.020 -2.719 3.588
C -6.803 -1.887 1.514
F 8.304 -4.490 -0.615
H -5.309 1.715 1.201
H 3.465 -0.170 0.284
H -7.487 -2.549 0.996
O 7.272 -1.230 6.409
Br -1.961 -1.158 5.240
F 6.056 -3.305 -2.003
H 6.985 -2.063 1.785
C 1.578 0.437 -0.444
F 6.631 -0.851 -0.683
C 3.127 3.873 -8.545
C 0.371 2.197 -7.391
F 0.508 4.292 -6.271
C -4.291 0.659 -0.369
C -1.848 -3.990 -0.328
F 9.035 -0.937 4.209
H 4.499 -1.050 3.476
F 6.815 0.928 4.746
F 8.747 -2.157 -2.256
C -1.314 -2.062 2.554
N 0.731 1.482 -0.845
H 2.705 1.728 -8.692
F 1.314 1.551 -6.681
O -3.344 0.387 0.671
C -0.788 -2.011 3.971
H 5.554 -0.355 6.857
H -1.187 3.682 -7.104
H -1.573 1.753 -3.305
H 1.567 2.980 0.373
C 0.643 -1.363 3.989
C 5.755 0.095 4.825
C 7.051 -2.610 0.846
C 5.951 -0.890 5.996
O -2.871 -3.205 0.188
F 3.977 4.059 -9.594
C -1.904 -0.771 1.992
C 9.084 -3.444 -0.284
H -12.185 -0.340 2.770
F 5.261 0.555 2.573
O 1.212 -0.736 -0.549
H -2.010 -2.889 2.517
C 7.994 -2.274 5.879
C 2.234 2.678 -8.940
H -4.817 -0.219 -0.725
C -5.238 1.741 0.122
H 9.933 -1.309 5.943
H 6.739 -3.629 1.073
H -2.188 -0.048 2.749
H 10.434 -2.026 -1.213
F 4.673 0.854 5.159
O 8.440 -2.543 0.533
H 2.745 1.210 1.146
H -3.914 2.028 -2.072
C 2.914 0.748 0.177
F 8.374 -3.056 6.915
H 2.113 3.051 -1.290
C 4.040 3.739 -7.319
H 0.042 0.250 -2.378
C -2.032 1.486 -1.178
H -3.944 -2.150 2.710
```

Properties
Spin multiplicity: 1
SMILES string: CCOCCCCC[C@@H](CCCCN(C)C(C)=O)O[C@](CC[C@](F)(Br)C(F)(F)Br)(COCF)[C@@H](F)CC.FC(F)C(F)(F)COC(F)(F)C(F)F.FC(F)C(F)(F)COC(F)(F)C(F)F.FC(F)C(F)(F)COC(F)(F)C(F)F
LUMO level, eV: -0.0489
HOMO energy, hartree: -0.3455

# 3
DFT (ωB97M-V/def2-TZVPD) results for an isolated molecule of C4H3NO3.

```
11
Properties=species:S:1:pos:R:3
H -0.448 -2.487 0.787
O 1.536 -0.477 1.466
O -1.261 0.779 0.109
H -1.449 1.452 -0.799
H -1.534 -1.133 0.518
C 0.477 -0.292 0.977
N -0.321 -1.011 -2.328
C 0.017 1.125 0.322
C -0.535 -1.393 0.322
O 0.675 2.111 0.036
C -0.280 -1.117 -1.138
```

Properties
Spin multiplicity: 1
SMILES string: N#CCC(=O)C(=O)O
LUMO level, eV: -0.6609
HOMO energy, hartree: -0.3833
ΔE to the lowest compared entry with this formula, charge and spin, kJ/mol: 322.5

Max |F| / hartree/bohr: 0.0722, 0.0387, 0.1647